Model w:
# C9H14N3

A gas-phase ion, C9H14N3 (charge +1) (ωB97M-V/def2-TZVPD, OMol25).

Output
E_LUMO ... -3.2076 eV
Orbital gap ... 0.33366 hartree
HOMO energy ... -12.29 eV
Structure (SMILES) ... c1nc2c([nH]1)C1(CCC1)[NH2+]CC2
Charge ... +1

The geometry in XYZ format:
```
26
Properties=species:S:1:pos:R:3:lowdin_charge:R:1
H -1.198 -0.633 -2.319 0.14
C -0.084 0.975 -0.376 -0.12
C -2.233 -1.384 -0.345 -0.14
N 0.833 2.969 0.179 0.14
H -0.623 4.057 -0.839 0.13
H -2.586 -2.535 -0.357 0.16
H -1.699 -0.618 1.711 0.15
H 3.081 1.138 0.391 0.13
H 1.709 -1.002 -0.852 0.18
C 1.859 -0.596 1.142 -0.05
C -1.043 -1.255 -1.387 -0.08
H 2.711 -1.233 1.210 0.13
H 0.987 -2.281 0.043 0.24
N -0.893 1.971 -0.789 0.11
C 2.139 0.893 0.887 -0.08
C -1.294 -1.078 0.771 -0.13
H 1.218 -0.791 1.913 0.10
C -0.280 3.114 -0.497 -0.18
N 1.100 -1.196 -0.068 0.11
C 0.984 1.611 0.224 -0.26
H -0.979 -2.027 1.093 0.09
H -1.911 2.014 -1.116 0.21
H -0.653 -2.170 -1.743 0.09
H 2.225 1.406 1.880 0.15
C -0.243 -0.622 -0.249 -0.35
H -3.129 -0.726 -0.506 0.13
```

***

Model x:
# C9H14N3

A gas-phase ion, C9H14N3 (charge +1) (ωB97M-V/def2-TZVPD, OMol25).

Output
E_LUMO (spin up / spin down) ... -8.0114 / -8.0119 eV
Orbital gap (spin up / spin down) ... 0.22580 / 0.22577 hartree
HOMO energy (spin up / spin down) ... -14.16 / -14.16 eV
Charge ... +1

The geometry in XYZ format:
```
26
Properties=species:S:1:pos:R:3:lowdin_charge:R:1
H -2.403 -1.941 -0.979 0.11
H 1.540 2.085 1.593 0.06
C -2.954 0.884 0.078 -0.12
H 2.015 -0.001 -1.071 0.09
H -1.635 2.080 -1.997 0.09
H -2.874 -1.330 0.587 0.16
N 0.852 1.374 1.487 0.23
C 2.273 -0.016 -0.067 -0.13
H 3.293 1.878 -0.363 0.02
H 4.436 0.682 -0.211 0.07
H -0.308 -3.329 -0.298 0.14
C -1.663 0.845 -0.414 0.00
H -0.925 -3.034 1.331 0.07
H 2.674 -0.978 0.142 0.11
C -1.913 -1.721 -0.051 -0.15
H -1.389 2.828 -0.481 0.13
H 3.776 1.209 1.186 0.12
C -1.047 -0.395 0.000 -0.18
H -1.921 -3.730 0.013 0.04
N 0.146 -0.581 0.413 0.21
C 3.461 1.003 0.094 -0.07
H -0.161 1.849 -1.559 0.09
C -1.092 2.040 -1.132 0.07
C 1.063 0.371 0.747 -0.42
C -1.273 -3.032 0.331 -0.08
N -3.970 0.959 0.622 0.33
```

***

Verdict on stability: model x comes out at the bottom.

***

Model w:
# C3H8N4O2

C3H8N4O2 in the gas phase (ωB97M-V/def2-TZVPD, OMol25).

Output
E_LUMO ... 0.1950 eV
Orbital gap ... 0.32904 hartree
HOMO energy ... -8.76 eV
Structure (SMILES) ... N/N=C\O/C(CO)=N/N

The geometry in XYZ format:
```
17
Properties=species:S:1:pos:R:3:lowdin_charge:R:1
C 1.445 -1.111 0.410 -0.15
H -1.400 1.634 0.430 0.12
H 2.111 -1.562 1.433 0.21
N -3.017 0.588 -0.050 -0.07
H -4.599 -0.405 0.174 0.07
O -0.747 -0.491 -0.057 -0.05
O 2.543 -1.388 -0.635 -0.16
N -3.795 -0.582 -0.472 -0.06
C -1.660 0.611 0.015 -0.18
H -3.251 -1.582 -0.250 0.14
C 0.611 0.029 0.198 -0.31
N 2.216 1.493 -0.208 0.00
H 0.639 -1.809 0.067 0.12
N 0.793 1.238 -0.270 0.06
H 3.274 -0.651 -0.422 0.12
H 2.229 2.091 -0.988 0.06
H 2.608 1.898 0.625 0.09
```

***

Model x:
# C3H8N4O2

C3H8N4O2 in the gas phase (ωB97M-V/def2-TZVPD, OMol25).

Output
E_LUMO ... 0.7394 eV
Orbital gap ... 0.34329 hartree
HOMO energy ... -8.60 eV
Structure (SMILES) ... [H]/N=C(\OC)N(N)C(N)=O

The geometry in XYZ format:
```
17
Properties=species:S:1:pos:R:3:lowdin_charge:R:1
H 2.422 0.789 1.090 0.10
N 0.842 -1.977 -0.171 0.16
C -0.862 0.432 0.573 -0.48
N -2.017 -0.133 -1.443 0.09
O 1.182 -0.546 -1.900 0.09
N -1.761 1.014 1.260 0.14
C 1.429 1.232 0.999 -0.06
H 0.257 -2.133 0.639 0.11
H 1.261 1.896 1.849 0.09
H 1.210 -2.739 -0.724 0.12
H -1.957 -0.707 -2.281 0.09
N -0.866 -0.198 -0.620 -0.05
H -1.454 1.129 2.226 0.05
O 0.481 0.155 1.095 -0.18
H 1.326 1.785 0.061 0.10
C 0.626 -0.822 -0.862 -0.46
H -2.119 0.823 -1.793 0.09
```

***

Verdict on stability: model w comes out at the bottom.

***

Model w:
# HNO2

HNO2 in the gas phase (ωB97M-V/def2-TZVPD, OMol25).

Output
E_LUMO ... 0.0759 eV
Orbital gap ... 0.40875 hartree
HOMO energy ... -11.05 eV
Structure (SMILES) ... O=NO

The geometry in XYZ format:
```
4
Properties=species:S:1:pos:R:3:lowdin_charge:R:1
O 0.115 0.433 0.765 0.03
O -0.138 -0.478 -1.126 0.00
H 0.250 -0.510 0.873 0.09
N -0.227 0.555 -0.512 -0.11
```

***

Model x:
# HNO2

2 unconnected molecules or ions with the total composition HNO2 (ωB97M-V/def2-TZVPD, OMol25).

Output
E_LUMO ... 0.3883 eV
Orbital gap ... 0.40832 hartree
HOMO energy ... -10.72 eV

The geometry in XYZ format:
```
4
Properties=species:S:1:pos:R:3:lowdin_charge:R:1
O -0.231 0.448 0.924 -0.07
O -0.921 -0.298 -0.013 -0.10
H 0.722 0.256 -1.068 0.23
N 0.431 -0.406 0.157 -0.06
```

***

Verdict on stability: model x comes out at the bottom.

***

Model w:
# C2H6S2

C2H6S2 in the gas phase (ωB97M-V/def2-TZVPD, OMol25).

Output
E_LUMO ... 0.4370 eV
Orbital gap ... 0.31468 hartree
HOMO energy ... -8.13 eV
Structure (SMILES) ... CCSS

The geometry in XYZ format:
```
10
Properties=species:S:1:pos:R:3:lowdin_charge:R:1
H -0.444 1.888 0.170 0.07
S -1.182 -0.984 -1.115 0.23
S 0.631 -0.409 -0.203 0.35
H -0.115 1.846 2.511 0.03
H -1.187 -2.369 -1.093 -0.18
C 0.493 1.373 0.441 -0.51
H 0.626 0.479 2.594 0.06
C 0.684 1.410 2.004 -0.17
H 1.249 1.866 -0.130 0.03
H 1.629 1.884 2.359 0.08
```

***

Model x:
# C2H6S2

C2H6S2 in the gas phase (ωB97M-V/def2-TZVPD, OMol25).

Output
E_LUMO ... 0.4850 eV
Orbital gap ... 0.34866 hartree
HOMO energy ... -9.00 eV
Structure (SMILES) ... SCCS

The geometry in XYZ format:
```
10
Properties=species:S:1:pos:R:3:lowdin_charge:R:1
H 1.202 0.970 -0.764 0.11
H -0.921 -0.892 0.652 0.04
H 0.782 -1.310 1.997 0.03
S -1.475 -0.180 -1.469 0.63
C -0.615 0.066 0.126 -0.73
H -1.705 1.323 -1.599 -0.03
C 0.938 0.045 -0.115 -0.89
H -0.817 0.895 0.948 0.12
H 0.841 -0.648 -1.047 0.05
S 1.770 -0.270 1.270 0.68
```

***

Verdict on stability: model x comes out at the bottom.

***

Model w:
# C3H9N4

A gas-phase ion, C3H9N4 (charge +1) (ωB97M-V/def2-TZVPD, OMol25).

Output
Expectation value of S² ... 2.011
E_LUMO (spin up / spin down) ... -2.9530 / -7.9274 eV
Orbital gap (spin up / spin down) ... 0.25217 / 0.26512 hartree
HOMO energy (spin up / spin down) ... -9.81 / -15.14 eV
Multiplicity ... 3
Charge ... +1

The geometry in XYZ format:
```
16
Properties=species:S:1:pos:R:3:lowdin_spin:R:1
N -0.176 1.032 -0.438 0.11
C -0.542 1.220 0.922 0.03
H 0.390 1.730 1.386 0.00
H -0.653 -0.930 -2.223 0.00
H -1.830 -0.517 1.491 0.01
N 1.418 -0.721 0.283 0.71
H -1.366 1.978 1.156 0.00
C -0.751 -0.253 1.417 0.08
H -0.773 1.213 -1.211 0.01
H -0.249 -0.523 2.469 0.02
C 0.396 -0.863 -1.929 0.00
H 1.795 -0.029 0.905 0.05
N 0.346 -0.231 -0.553 0.24
N -0.008 -1.065 0.542 0.72
H 0.868 -1.741 -1.763 0.00
H 1.133 -0.299 -2.454 0.00
```

***

Model x:
# C3H9N4

A gas-phase ion, C3H9N4 (charge +1) (ωB97M-V/def2-TZVPD, OMol25).

Output
Expectation value of S² ... 2.006
E_LUMO (spin up / spin down) ... -3.6339 / -5.3765 eV
Orbital gap (spin up / spin down) ... 0.17143 / 0.36003 hartree
HOMO energy (spin up / spin down) ... -8.30 / -15.17 eV
Multiplicity ... 3
Charge ... +1

The geometry in XYZ format:
```
16
Properties=species:S:1:pos:R:3:lowdin_spin:R:1
H -0.814 1.845 0.657 0.00
C -0.193 1.003 0.867 0.04
H -0.278 -2.245 1.158 0.02
H -1.056 0.423 -1.609 0.02
N 0.833 1.053 -0.218 0.27
C 1.653 -0.083 -0.287 0.64
H 1.628 -2.203 -0.297 0.03
N -0.965 -0.274 0.622 0.04
N -0.201 -1.428 0.397 0.20
H 1.309 1.951 -0.195 0.01
H -1.415 -1.024 -0.998 0.00
H 2.636 0.038 -0.873 0.03
C 1.120 -1.287 -0.067 0.66
N -1.534 -0.040 -0.695 0.04
H 0.174 1.092 1.863 0.01
H -2.488 0.392 -0.898 0.01
```

***

Verdict on stability: model w comes out at the bottom.

***

Model w:
# C2H12N2O2

3 unconnected molecules or ions with the total composition C2H12N2O2 (ωB97M-V/def2-TZVPD, OMol25).

Output
E_LUMO ... 0.8571 eV
Orbital gap ... 0.34118 hartree
HOMO energy ... -8.43 eV
Structure (SMILES) ... NCCN.O.O

The geometry in XYZ format:
```
18
Properties=species:S:1:pos:R:3:lowdin_charge:R:1
H -1.442 1.939 -0.845 0.01
H 0.736 -0.542 -1.598 0.04
H 2.331 -1.665 0.562 -0.01
H -2.775 -0.324 -0.130 0.13
H 1.526 2.080 1.112 -0.03
N 0.625 -0.758 -0.651 -0.03
H 1.258 3.417 0.582 0.06
H 1.069 -0.191 0.049 0.04
H -1.439 0.389 0.932 0.09
C -0.725 -1.284 -0.357 -0.26
N -1.351 1.009 -1.031 -0.01
C -1.612 -0.088 -0.020 -0.24
O 0.815 2.601 0.908 -0.03
H 1.864 -2.062 2.012 0.04
H -0.991 -1.701 -1.363 0.11
H -0.698 -2.175 0.306 0.10
H -1.645 0.861 -1.950 0.04
O 2.455 -1.505 1.482 -0.07
```

***

Model x:
# C2H12N2O2

3 unconnected molecules or ions with the total composition C2H12N2O2 (ωB97M-V/def2-TZVPD, OMol25).

Output
E_LUMO ... 0.8705 eV
Orbital gap ... 0.35728 hartree
HOMO energy ... -8.85 eV
Structure (SMILES) ... CNCN.O.O

The geometry in XYZ format:
```
18
Properties=species:S:1:pos:R:3:lowdin_charge:R:1
C -0.153 -1.013 0.374 -0.33
H 2.324 -1.739 1.051 -0.02
H 2.585 1.060 -0.048 0.08
H 2.879 -1.967 2.368 0.02
N 1.173 -0.506 0.070 -0.14
H 0.275 -1.106 2.419 0.06
H 1.002 1.473 0.506 0.08
H 1.550 -1.172 -0.572 0.10
C 1.533 0.872 -0.239 -0.11
H -1.156 -1.928 1.963 0.06
H -0.383 -1.862 -0.278 0.11
N -0.257 -1.565 1.702 0.00
O 2.991 -2.318 1.477 -0.09
O -4.682 3.346 -2.985 -0.07
H -4.269 3.875 -3.681 0.03
H -5.613 3.559 -3.133 0.03
H 1.178 1.289 -1.190 0.08
H -0.977 -0.298 0.198 0.11
```

***

Model y:
# C2H12N2O2

3 unconnected molecules or ions with the total composition C2H12N2O2 (ωB97M-V/def2-TZVPD, OMol25).

Output
E_LUMO ... 0.7968 eV
Orbital gap ... 0.38196 hartree
HOMO energy ... -9.60 eV
Structure (SMILES) ... NCCN.O.O

The geometry in XYZ format:
```
18
Properties=species:S:1:pos:R:3:lowdin_charge:R:1
H 0.893 2.432 -1.407 0.04
N -0.361 -0.661 1.746 -0.02
H -2.123 2.350 1.686 0.03
H 0.165 -0.400 2.554 0.07
H -0.575 -0.475 -1.819 0.08
H 0.453 -1.573 -2.543 0.06
H 1.383 -1.696 1.260 0.10
H 0.497 -2.857 -0.605 0.11
N 0.220 -1.095 -1.705 -0.01
H 0.930 1.221 -2.339 -0.01
O -1.279 2.019 2.011 -0.09
C 0.062 -1.869 -0.467 -0.27
H -1.196 1.119 1.702 -0.04
C 0.610 -1.130 0.740 -0.26
O 0.981 2.187 -2.348 -0.08
H 1.156 -0.291 0.302 0.10
H -0.984 -1.400 2.051 0.08
H -1.012 -2.071 -0.338 0.11
```

***

Verdict on stability: model w comes out at the bottom.